Here is a cluster of 8 separate species, H16O8 in total from the OMol25 dataset. Energies are from ωB97M-V/def2-TZVPD.

Geometry as XYZ:
```
24
Properties=species:S:1:pos:R:3:nbo_charge:R:1
O -0.770 -0.480 0.761 -0.988
H -0.846 -1.115 0.049 0.479
H 0.106 -0.448 1.156 0.501
O 1.712 -1.279 1.589 -0.958
H 2.378 -1.443 2.264 0.477
H 2.097 -1.733 0.843 0.495
O 1.021 -1.984 -2.449 -0.980
H 0.110 -1.775 -2.466 0.493
H 1.181 -2.666 -3.090 0.467
O -3.465 0.936 0.349 -0.943
H -2.800 0.388 0.773 0.487
H -2.914 1.464 -0.174 0.453
O -1.658 -1.413 -2.443 -0.983
H -2.292 -1.602 -3.153 0.492
H -1.814 -0.596 -2.032 0.506
O -1.005 1.238 -1.667 -0.952
H -1.197 2.116 -1.288 0.482
H -0.143 1.061 -1.325 0.477
O 1.102 2.494 0.714 -0.916
H 1.932 2.712 1.098 0.467
H 1.475 1.850 0.081 0.449
O 1.634 1.042 3.496 -0.913
H 1.722 0.309 2.933 0.458
H 2.437 0.928 3.973 0.452
```

The calculation puts the LUMO energy at -0.1 eV. Its energy above the lowest of the compared OMol25 structures with the same formula, charge and spin is 2.604 eV. The orbital gap is 10.7 eV. The SMILES is O.O.O.O.O.O.O.O.

Here is a cluster of 8 separate species, H16O8 in total from the OMol25 dataset. Energies are from ωB97M-V/def2-TZVPD.

Geometry as XYZ:
```
24
Properties=species:S:1:pos:R:3:nbo_charge:R:1
O -1.490 -0.927 -2.467 -0.941
H -1.906 -1.007 -1.620 0.477
H -1.378 0.051 -2.515 0.456
O -0.418 -0.094 0.609 -0.983
H 0.231 -0.075 1.302 0.493
H -0.961 -0.817 0.796 0.498
O -2.689 1.644 0.481 -0.959
H -1.765 1.263 0.499 0.499
H -2.973 1.575 1.371 0.465
O -3.129 -0.994 -0.123 -0.982
H -3.182 -0.073 0.059 0.490
H -3.774 -1.431 0.384 0.477
O 3.246 0.070 0.448 -0.965
H 2.651 0.039 1.176 0.467
H 3.179 -0.747 0.029 0.481
O 1.828 -1.882 -1.184 -0.983
H 2.633 -2.090 -1.703 0.473
H 1.554 -0.965 -1.269 0.500
O 1.579 0.758 2.488 -0.940
H 0.938 1.089 3.076 0.482
H 1.717 1.535 1.975 0.481
O 1.409 0.873 -1.610 -0.950
H 0.701 0.724 -0.971 0.483
H 1.999 1.479 -1.233 0.479
```

The calculation puts the LUMO energy at -0.3 eV. Its energy above the lowest of the compared OMol25 structures with the same formula, charge and spin is 2.234 eV. The orbital gap is 10.3 eV. The SMILES is O.O.O.O.O.O.O.O.

Here is a cluster of 8 separate species, H16O8 in total from the OMol25 dataset. Energies are from ωB97M-V/def2-TZVPD.

Geometry as XYZ:
```
24
Properties=species:S:1:pos:R:3:nbo_charge:R:1
O -1.382 5.997 -1.923 -0.936
H -0.793 5.751 -1.209 0.469
H -0.939 6.726 -2.358 0.467
O 1.034 -6.695 -0.008 -0.935
H 1.267 -6.103 0.706 0.468
H 1.496 -7.509 0.194 0.466
O -4.922 2.157 0.342 -0.938
H -4.854 2.701 -0.442 0.467
H -4.104 1.660 0.361 0.471
O 3.864 -2.190 -2.578 -0.935
H 3.143 -2.795 -2.403 0.469
H 4.444 -2.283 -1.823 0.465
O 1.969 -2.968 3.413 -0.939
H 2.841 -3.076 3.793 0.469
H 1.376 -2.976 4.164 0.471
O -0.654 0.216 0.831 -0.940
H 0.075 -0.366 1.047 0.471
H -0.330 1.093 1.036 0.469
O -2.238 -1.593 -4.262 -0.935
H -2.318 -0.743 -4.695 0.466
H -1.618 -1.441 -3.548 0.469
O 0.701 4.698 2.793 -0.938
H 0.897 5.593 3.072 0.470
H 1.046 4.147 3.496 0.468
```

The calculation puts the LUMO energy at 0.2 eV. Its energy above the lowest of the compared OMol25 structures with the same formula, charge and spin is 2.952 eV. The orbital gap is 11.4 eV. The SMILES is O.O.O.O.O.O.O.O.

Here is a cluster of 8 separate species, H16O8 in total from the OMol25 dataset. Energies are from ωB97M-V/def2-TZVPD.

Geometry as XYZ:
```
24
Properties=species:S:1:pos:R:3:nbo_charge:R:1
O 0.771 0.359 -0.102 -0.937
H 1.552 -0.154 -0.369 0.493
H 0.214 0.488 -0.845 0.455
O 3.026 1.232 3.270 -0.939
H 2.168 1.645 3.637 0.473
H 3.650 1.953 3.390 0.467
O -0.699 2.437 0.236 -0.923
H -0.024 2.017 -0.259 0.458
H -0.669 3.313 -0.189 0.455
O -3.037 0.698 -3.831 -0.927
H -3.252 0.741 -4.734 0.465
H -3.762 0.167 -3.483 0.463
O -0.471 -1.595 -2.324 -0.936
H -1.115 -2.328 -2.376 0.470
H -0.853 -1.021 -1.646 0.465
O 1.486 -2.723 3.378 -0.954
H 1.198 -3.039 4.225 0.466
H 1.759 -1.729 3.443 0.488
O -3.641 3.100 0.096 -0.914
H -3.841 2.197 -0.283 0.461
H -3.590 3.541 -0.704 0.453
O 2.953 -3.497 0.109 -0.915
H 3.278 -3.400 -0.804 0.458
H 2.900 -4.402 0.166 0.458
```

The calculation puts the LUMO energy at 0.4 eV. Its energy above the lowest of the compared OMol25 structures with the same formula, charge and spin is 3.836 eV. The orbital gap is 11.1 eV. The SMILES is O.O.O.O.O.O.O.O.

Here is a cluster of 8 separate species, H17O8 in total from the OMol25 dataset. Energies are from ωB97M-V/def2-TZVPD.

Geometry as XYZ:
```
25
Properties=species:S:1:pos:R:3:nbo_charge:R:1
O -0.494 -1.617 -0.229 -0.999
H -0.035 -2.267 0.323 0.515
H -0.359 -1.875 -1.149 0.499
O 1.184 -2.078 2.107 -0.978
H 2.108 -2.055 1.818 0.502
H 1.266 -2.639 2.888 0.499
O 1.899 -0.020 -0.033 -0.954
H 1.072 -0.354 -0.407 0.510
H 2.464 0.161 -0.792 0.512
O -1.000 1.836 -1.086 -1.008
H -1.096 2.740 -1.406 0.494
H -1.872 1.422 -1.007 0.522
O -2.736 0.035 -0.124 -0.990
H -3.550 -0.046 0.374 0.511
H -2.494 -0.762 -0.598 0.509
O 0.788 2.033 1.012 -0.847
H 1.335 1.365 0.453 0.523
H 0.096 2.364 0.397 0.529
O 1.074 0.058 -2.827 -0.969
H 1.391 0.376 -3.647 0.484
H 0.322 0.645 -2.665 0.485
O -0.517 0.155 1.837 -0.927
H 0.240 1.188 1.504 0.510
H -1.137 -0.089 1.128 0.538
H 0.047 -0.577 2.130 0.531
```

The calculation puts the LUMO energy at -2.9 eV. As for the net charge: +1. Its energy above the lowest of the compared OMol25 structures with the same formula, charge and spin is 0.000 eV. The orbital gap is 12.3 eV.

Here is a cluster of 9 separate species, H17O9 in total from the OMol25 dataset. Energies are from ωB97M-V/def2-TZVPD.

Geometry as XYZ:
```
26
Properties=species:S:1:pos:R:3:nbo_charge:R:1
O 2.583 1.954 -0.296 -0.408
H -1.774 -2.722 -0.334 0.486
H 0.533 0.213 0.437 0.466
O 2.674 -1.733 -0.722 -0.962
H 2.215 -0.944 -0.425 0.481
O -2.921 -1.730 -1.722 -0.948
H -2.397 -1.465 -2.478 0.473
H -3.208 -0.916 -1.290 0.479
O -2.820 0.817 0.311 -0.939
H 3.032 2.745 -0.670 0.443
H -1.898 0.669 0.023 0.477
O 0.412 -0.246 -0.427 -0.939
H 0.612 0.472 -1.046 0.475
H -3.246 1.123 -0.499 0.465
O 0.773 0.957 2.575 -0.922
H 1.722 0.750 2.680 0.479
H 1.016 1.457 1.780 0.453
O -1.163 -3.332 0.097 -0.955
H -0.792 -3.824 -0.637 0.460
H 3.556 -1.814 -0.313 0.468
O -1.731 2.167 3.053 -0.938
H -1.778 1.361 2.515 0.468
H -0.765 2.194 3.132 0.468
O 1.991 1.093 -2.718 -0.994
H 1.999 0.131 -2.811 0.499
H 2.255 1.487 -1.877 0.467
```

Its expectation value of S² is 0.753. The calculation puts the LUMO energy (spin up / spin down) at -0.5 / -4.4 eV. Its energy above the lowest of the compared OMol25 structures with the same formula, charge and spin is 0.000 eV. The orbital gap (spin up / spin down) is 10.0 / 6.1 eV. Its spin multiplicity is 2.

Here is a structure of composition H18HeO9 from the OMol25 dataset. Energies are from ωB97M-V/def2-TZVPD.

Geometry as XYZ:
```
28
Properties=species:S:1:pos:R:3:nbo_charge:R:1
He 0.196 -0.803 0.113 0.001
O -0.073 1.482 -2.589 -0.964
H 0.503 1.656 -1.845 0.487
H -0.953 1.662 -2.259 0.474
O -1.713 -2.246 3.601 -0.949
H -1.213 -2.809 3.009 0.473
H -1.091 -1.569 3.870 0.483
O -2.993 -2.523 0.920 -0.954
H -2.663 -2.018 1.663 0.488
H -3.569 -1.917 0.454 0.477
O 3.809 0.445 -1.209 -0.963
H 3.396 -0.400 -1.387 0.495
H 4.641 0.222 -0.790 0.481
O -1.395 -2.913 -1.320 -0.983
H -1.777 -2.866 -0.444 0.483
H -0.560 -2.451 -1.243 0.475
O -0.278 3.032 0.865 -0.977
H 0.533 2.928 0.368 0.503
H -0.841 3.561 0.300 0.468
O -1.066 1.267 3.052 -0.963
H -0.955 1.910 2.352 0.497
H -1.826 0.750 2.785 0.457
O 0.984 -1.343 -2.128 -0.973
H 1.256 -1.949 -2.816 0.474
H 0.570 -0.618 -2.597 0.500
O 2.068 2.616 -0.675 -0.989
H 2.375 3.041 -1.476 0.486
H 2.636 1.852 -0.576 0.512
```

The calculation puts the LUMO energy at 0.2 eV. Its energy above the lowest of the compared OMol25 structures with the same formula, charge and spin is 0.000 eV. The orbital gap is 10.6 eV.

Here is a structure of composition H18Mg3O29S5 from the OMol25 dataset. Energies are from ωB97M-V/def2-TZVPD.

Geometry as XYZ:
```
55
Properties=species:S:1:pos:R:3:nbo_charge:R:1
Mg -2.147 0.220 2.247 1.814
Mg -0.288 -3.360 0.012 1.823
Mg 2.106 1.434 0.142 1.830
S 3.873 -1.381 0.480 2.584
O 3.731 -1.687 1.904 -1.014
O 2.950 -0.225 0.068 -1.199
O 5.265 -1.023 0.077 -1.077
O 3.413 -2.587 -0.329 -1.020
S 0.600 1.630 3.239 2.605
O 0.827 3.047 3.521 -1.040
O 1.328 1.148 2.007 -1.156
O 0.972 0.802 4.411 -1.064
O -0.897 1.425 2.992 -1.247
S -0.505 -0.308 -0.610 2.703
O -1.199 -0.087 0.636 -1.121
O -1.432 -0.149 -1.784 -1.134
O 0.590 0.619 -0.718 -1.083
O 0.060 -1.684 -0.649 -1.185
S 1.236 4.796 -0.011 2.574
O 1.762 5.243 1.278 -1.043
O 2.130 5.241 -1.136 -1.140
O 1.171 3.263 -0.088 -1.213
O -0.150 5.290 -0.257 -1.109
S -0.685 -2.596 3.145 2.619
O 0.676 -2.219 3.267 -0.956
O -0.838 -3.288 1.787 -1.278
O -1.138 -3.565 4.167 -1.082
O -1.610 -1.384 3.129 -1.206
O -1.534 2.778 -1.256 -1.027
H -1.389 1.881 -1.600 0.470
H -0.615 3.101 -0.953 0.554
O 2.906 1.847 -1.769 -0.976
H 3.260 1.159 -2.341 0.491
H 2.602 2.581 -2.319 0.504
O 1.944 -2.396 -2.563 -0.971
H 1.396 -2.051 -1.819 0.511
H 1.509 -2.013 -3.334 0.442
O 1.612 -3.474 0.515 -1.136
H 2.535 -3.157 0.136 0.473
H 1.780 -3.784 1.416 0.497
O -2.795 1.903 1.203 -1.016
H -3.689 2.257 1.208 0.453
H -2.370 2.241 0.349 0.555
O -2.214 -3.095 -0.593 -0.986
H -2.743 -2.598 0.047 0.521
H -2.823 -3.490 -1.225 0.487
O -0.484 1.061 -4.181 -0.997
H -0.794 0.882 -3.264 0.508
H -0.057 1.921 -4.098 0.470
O -3.976 -0.688 1.664 -0.955
H -4.445 -0.836 2.499 0.486
H -4.536 -1.077 0.990 0.490
O -2.383 -1.587 -3.911 -1.014
H -2.509 -0.904 -4.577 0.459
H -1.986 -1.078 -3.149 0.524
```

The calculation puts the LUMO energy at 6.1 eV. As for the net charge: -4. Its energy above the lowest of the compared OMol25 structures with the same formula, charge and spin is 0.431 eV. The orbital gap is 2.8 eV.

Here is a structure of composition H18MgNO12 from the OMol25 dataset. Energies are from ωB97M-V/def2-TZVPD.

Geometry as XYZ:
```
32
Properties=species:S:1:pos:R:3:nbo_charge:R:1
Mg -21.683 -6.427 8.746 1.197
N -24.129 -8.587 8.636 0.738
O -24.402 -8.957 9.785 -0.532
O -23.177 -7.752 8.492 -0.720
O -24.472 -9.301 7.682 -0.455
O -25.610 -11.101 11.349 -0.960
H -25.276 -10.320 10.908 0.482
H -25.318 -11.830 10.802 0.473
O -22.165 -6.489 10.602 -1.039
H -22.967 -6.820 11.008 0.541
H -21.687 -6.073 11.319 0.511
O -22.060 -11.471 11.058 -0.946
H -21.933 -12.419 11.105 0.464
H -22.943 -11.364 10.704 0.480
O -20.170 -7.937 8.846 -1.014
H -20.398 -8.440 8.064 0.482
H -19.247 -7.715 8.729 0.498
O -22.924 -4.872 8.358 -1.028
H -23.178 -4.588 7.480 0.505
H -23.603 -4.517 8.931 0.507
O -23.822 -12.194 8.651 -0.972
H -23.305 -12.464 7.892 0.475
H -24.214 -11.361 8.389 0.491
O -25.294 -7.088 12.316 -0.956
H -25.800 -7.215 11.513 0.477
H -25.799 -7.541 12.991 0.480
O -21.374 -6.576 6.810 -1.124
H -21.162 -5.732 6.411 0.459
H -20.911 -7.218 6.272 0.489
O -27.539 -10.259 8.986 -0.945
H -26.756 -10.070 9.503 0.473
H -27.865 -11.088 9.336 0.468
```

Its expectation value of S² is 0.750. The calculation puts the LUMO energy (spin up / spin down) at -0.3 / -0.5 eV. The orbital gap (spin up / spin down) is 4.0 / 9.5 eV. Its spin multiplicity is 2.

Strongest force on any atom list, top to bottom, in eV/Å: 2.76, 2.91, 0.29, 3.53, 1.78, 2.26, 0.82, 4.94, 4.24
E_tot list, top to bottom, in eV: -16639.40633, -16639.77696, -16639.05832, -16638.17495, -16650.95464, -18700.17250, -18799.39366, -130189.06966, -31794.65872